Below is one molecule with the formula C21H26N6O2 in a non-equilibrium geometry, with properties calculated with ωB97M-V with the def2-TZVPD basis set.

For the energy above the lowest of the compared OMol25 structures with the same formula, charge and spin, the calculation gives 3.704 eV. The SMILES is COc1ccc(Cn2nnnc2CN2CCN(c3ccc(OC)cc3)CC2)cc1. For the total energy, the calculation gives -1294.77122 hartree.

Structure (XYZ):
```
55
Properties=species:S:1:pos:R:3:forces:R:3
C -4.62987 -1.57328 -1.11520 0.03 -0.29 -0.04
O -4.63988 -0.18832 -0.84860 -0.01 0.28 0.11
C -3.46736 0.48943 -0.88072 0.17 0.29 0.00
C -2.23778 -0.04608 -1.25322 -0.27 -0.20 -0.06
C -1.10952 0.75496 -1.26587 -0.09 0.27 0.00
C -1.18270 2.09826 -0.92952 0.07 0.05 -0.10
C 0.04029 2.97918 -0.98672 -0.58 0.02 -0.21
N 0.96733 2.67396 0.07166 1.47 -0.49 0.36
N 0.72981 3.05643 1.32953 -1.19 0.58 -0.26
N 1.70416 2.67562 2.04030 0.00 0.15 0.93
N 2.61292 2.04551 1.31052 0.71 -0.41 -0.60
C 2.16299 2.03125 0.07430 -0.60 0.53 0.05
C 2.82170 1.37993 -1.08998 0.17 -0.14 -0.05
N 2.87373 -0.04706 -0.84820 0.09 0.13 -0.21
C 3.93715 -0.42868 0.06276 0.00 0.02 0.16
C 3.66543 -1.87450 0.53572 0.09 -0.07 0.02
N 2.55437 -2.46847 -0.17466 0.25 -0.27 0.04
C 1.25403 -2.20273 0.28700 -0.34 -0.03 0.24
C 0.21218 -3.02134 -0.15663 0.01 0.12 0.01
C -1.07547 -2.84209 0.29549 -0.20 0.16 0.14
C -1.37517 -1.83070 1.20821 0.05 -0.11 0.01
O -2.69177 -1.71817 1.57141 0.24 -0.28 -0.26
C -3.05130 -0.67878 2.44791 -0.06 0.21 0.15
C -0.34621 -1.02381 1.66961 -0.42 -0.04 0.18
C 0.94842 -1.21428 1.21726 0.18 -0.19 -0.19
C 2.76776 -2.35685 -1.60075 0.06 0.02 -0.14
C 2.88853 -0.87090 -2.03672 -0.06 0.03 -0.13
C -2.40798 2.62621 -0.53848 0.09 -0.11 -0.07
C -3.53520 1.83581 -0.51263 -0.16 -0.23 -0.02
H -5.66436 -1.89734 -1.01322 0.08 -0.02 -0.03
H -4.00671 -2.10518 -0.39188 -0.03 0.03 -0.06
H -4.28478 -1.78344 -2.13258 -0.01 0.02 0.02
H -2.14233 -1.08341 -1.52777 -0.03 -0.11 0.00
H -0.16069 0.31541 -1.53765 0.17 -0.10 -0.04
H 0.55814 2.86057 -1.94236 -0.01 0.09 0.18
H -0.25362 4.02566 -0.86720 0.11 -0.12 -0.11
H 3.82587 1.81944 -1.23140 -0.16 -0.01 -0.08
H 2.23719 1.56633 -1.99448 0.10 -0.01 0.05
H 3.92884 0.26656 0.90277 0.12 -0.12 -0.07
H 4.92152 -0.35874 -0.43474 -0.03 0.04 0.01
H 4.54205 -2.50213 0.34148 -0.03 0.07 0.09
H 3.45792 -1.91250 1.60429 0.05 0.00 -0.02
H 0.42125 -3.82016 -0.85252 0.05 -0.11 -0.03
H -1.87130 -3.48898 -0.04279 -0.09 -0.07 -0.04
H -2.79359 0.30176 2.03405 0.01 -0.02 0.01
H -2.57646 -0.79772 3.42701 0.00 0.01 -0.03
H -4.13236 -0.74846 2.55976 0.06 0.05 0.03
H -0.53254 -0.23146 2.37755 -0.05 0.08 0.07
H 1.71630 -0.55922 1.59348 0.11 0.10 0.02
H 3.69070 -2.89346 -1.84078 -0.09 0.00 -0.04
H 1.94714 -2.83642 -2.13216 0.10 -0.02 -0.02
H 2.03340 -0.59186 -2.65874 0.06 0.02 -0.03
H 3.80782 -0.72158 -2.63328 -0.07 0.01 -0.01
H -2.47760 3.66519 -0.25271 -0.01 0.13 0.03
H -4.49032 2.23731 -0.21338 -0.13 0.05 0.03
```
Positions in Å, forces in eV/Å.